No. 1
8
Properties=species:S:1:pos:R:3:lowdin_charge:R:1 method="wB97M-V/def2-TZVPD" smiles="I[C@H]1C=NN=N1" total_charge=0 e_lumo_ev=-1.8
I 0.6159 0.8051 -2.3023 0.7828
C 0.1278 0.6358 -0.1454 -0.6970
C -0.8907 -0.3992 0.1558 -0.1353
N -0.2705 -1.3938 0.8158 0.0272
N 1.0021 -1.0185 1.0042 -0.0558
N 1.3060 0.0851 0.4965 -0.0403
H 0.0096 1.5747 0.1487 0.0209
H -1.9002 -0.2893 -0.1734 0.0976

No. 2
17
Properties=species:S:1:pos:R:3:lowdin_charge:R:1 method="wB97M-V/def2-TZVPD" total_charge=0 e_lumo_ev=0.9
C 0.0324 1.2765 -0.8055 -0.0647
C 0.9341 -0.0041 -0.6731 -0.3337
C 1.1122 -0.1024 0.8514 -0.0964
C -0.9448 -1.1059 -0.0234 -0.3014
C -1.0053 0.8960 0.2630 -0.2113
C -0.3957 -0.2603 1.0958 -0.1731
H -0.4532 1.4015 -1.7956 0.1296
H 0.5861 2.1918 -0.5808 0.1113
H 1.8738 -0.0559 -1.2999 0.1551
H 1.7714 -0.9179 1.2005 0.1175
H 1.4313 0.8761 1.2911 0.1265
H -1.3742 -2.1208 0.0073 0.1551
H -1.6387 1.6405 0.7251 0.1400
H -0.7454 -0.4193 2.1351 0.1525
H 0.5906 -2.0513 -0.9735 0.1147
N 0.1356 -1.1461 -1.0332 0.0314
O -1.9103 -0.0985 -0.3844 -0.0532

No. 3
15
Properties=species:S:1:pos:R:3:lowdin_charge:R:1 method="wB97M-V/def2-TZVPD" smiles="C=[N+]1C=C(C)SC1" total_charge=+1 e_lumo_ev="-5.3 / -5.3"
C 2.3690 0.4311 0.5133 0.1770
N 1.0961 0.4425 0.1964 -0.1680
C 0.0863 -0.4494 0.4623 -0.1038
C -1.1789 -0.1340 0.0608 -0.5474
C -2.3824 -0.9260 0.2636 -0.0801
S -1.2069 1.4978 -0.4930 1.0726
C 0.5625 1.7040 -0.3432 -0.3578
H 2.9768 1.2385 0.1161 0.1221
H 2.7615 -0.5198 0.9554 0.1384
H 0.3763 -1.4276 0.9574 0.1746
H -3.2757 -0.3010 -0.1099 0.1073
H -2.7649 -1.1290 1.2927 0.1229
H -2.4629 -1.6866 -0.5308 0.1113
H 0.9383 2.5122 0.2836 0.1173
H 0.9874 2.0209 -1.2970 0.1135

No. 4
72
Properties=species:S:1:pos:R:3:lowdin_charge:R:1 method="wB97M-V/def2-TZVPD" total_charge=-1 e_lumo_ev=2.0
B 8.1181 0.8609 0.9896 -0.5743
C 6.8128 1.0052 -0.0110 -0.7387
Cl 6.3829 2.7662 -0.1963 0.4950
C 5.5537 0.1669 0.3705 -0.7503
C 4.3470 0.9729 0.8322 -0.2177
Cl 5.8677 -1.0774 1.6471 0.5406
H 7.8306 1.0436 2.1630 -0.0132
H 8.6288 -0.2471 0.8522 -0.0156
H 8.9467 1.6761 0.5902 -0.0169
H 7.1524 0.6247 -0.9700 0.0583
H 5.2452 -0.3863 -0.5129 0.0765
H 3.8166 1.4122 -0.0085 0.0593
H 4.6024 1.7399 1.5554 0.0567
H 3.6595 0.2903 1.3318 0.0386
O 0.1912 -0.6192 1.2574 -0.2811
P -0.5342 -1.9319 1.3755 0.6950
N -0.3024 -2.1889 3.0667 -0.3445
C 0.6162 -3.0654 3.7518 -0.1324
C -1.0052 -1.2713 3.9414 -0.1335
N 0.4664 -2.8090 0.2659 -0.2978
C 1.3078 -3.9424 0.6094 -0.1287
C 1.1724 -1.9876 -0.7218 -0.1332
N -1.7396 -3.1302 1.3281 -0.3122
C -1.8753 -4.2841 2.1865 -0.1116
C -2.4141 -3.2731 0.0331 -0.1207
H 0.0968 -3.6083 4.5549 0.0785
H 1.4550 -2.5214 4.2036 0.0895
H 1.0262 -3.8359 3.1057 0.0466
H -2.0713 -1.5369 4.0255 0.0718
H -0.9427 -0.2431 3.5721 0.0670
H -0.5807 -1.2786 4.9447 0.0778
H 2.0828 -3.6788 1.3378 0.0823
H 1.8245 -4.3042 -0.2806 0.0787
H 0.7313 -4.7981 0.9689 0.0641
H 2.0869 -1.5454 -0.3097 0.0829
H 0.5365 -1.1877 -1.0905 0.0645
H 1.4388 -2.6009 -1.5862 0.0789
H -0.9911 -4.9254 2.1966 0.0664
H -2.7085 -4.8992 1.8439 0.0818
H -2.1080 -4.0030 3.2152 0.0776
H -1.8782 -3.9634 -0.6271 0.0810
H -2.4828 -2.3100 -0.4743 0.0595
H -3.4386 -3.6303 0.1610 0.0778
O -3.3443 0.2850 -2.2833 -0.2932
P -3.2466 1.7745 -2.1275 0.6729
N -2.1808 2.1717 -3.4097 -0.3393
C -0.7871 2.5527 -3.3693 -0.1237
C -2.6886 1.9282 -4.7473 -0.1326
N -2.6168 1.8026 -0.5171 -0.2875
C -1.3425 2.3925 -0.1201 -0.1161
C -2.8187 0.5811 0.2550 -0.1582
N -3.8436 3.3531 -2.0087 -0.3212
C -3.1663 4.5782 -2.3725 -0.1065
C -4.9241 3.5332 -1.0376 -0.1311
H -0.6121 3.4198 -4.0201 0.0818
H -0.1237 1.7453 -3.7023 0.0880
H -0.4630 2.8671 -2.3824 0.0480
H -3.3895 2.7181 -5.0578 0.0716
H -3.2138 0.9707 -4.8058 0.0690
H -1.8794 1.8968 -5.4755 0.0790
H -0.4910 1.9080 -0.6059 0.0775
H -1.1954 2.2727 0.9530 0.0810
H -1.3110 3.4707 -0.2937 0.0680
H -2.0582 -0.1662 0.0075 0.0345
H -3.8039 0.1588 0.0761 0.0706
H -2.7637 0.7958 1.3250 0.0832
H -2.2073 4.7102 -1.8668 0.0706
H -3.7868 5.4338 -2.1037 0.0820
H -3.0012 4.6486 -3.4489 0.0771
H -4.5362 3.7400 -0.0346 0.0806
H -5.5405 2.6350 -0.9803 0.0747
H -5.5881 4.3479 -1.3345 0.0751

No. 5
16
Properties=species:S:1:pos:R:3:lowdin_charge:R:1 method="wB97M-V/def2-TZVPD" spin_multiplicity=2 total_charge=+1 e_lumo_ev="-5.6 / -8.8"
C -1.4980 -0.7410 -2.1602 -0.0241
C -0.1252 1.4295 0.8368 -0.1696
O 0.7620 0.5447 1.5334 -0.0204
C -1.1468 0.6541 -0.0212 0.1134
C -0.8018 -0.4558 -0.8542 0.0426
H -2.2228 0.0918 -2.4432 0.1259
H -0.6628 -0.7666 -2.9077 0.1265
H -1.9699 -1.6865 -2.1404 0.0912
H -0.5957 2.2505 1.4097 0.1505
H 0.4536 2.0725 0.1831 0.1501
H 0.2724 -0.1171 2.0070 0.1019
H -2.1370 1.0923 -0.1736 0.1400
H 0.2656 -0.8858 -0.5517 0.1850
H 2.8321 -0.4500 1.6023 0.0137
H 3.3276 -1.8798 1.5491 0.0093
O 3.2468 -1.1527 2.1307 -0.0359

No. 6
46
Properties=species:S:1:pos:R:3:lowdin_charge:R:1 method="wB97M-V/def2-TZVPD" total_charge=-1 e_lumo_ev=2.0
Tl -0.1800 -1.5767 -1.3016 0.5788
S 2.8545 0.9805 2.9594 -0.0287
As 2.2400 -0.9227 2.4709 -0.2051
S 1.8514 0.6373 -1.2153 -0.2153
S 0.3590 -1.3742 1.5917 -0.0813
S 3.2525 -2.5353 3.3125 -0.0547
F -0.4018 7.4176 -0.7150 0.0922
C -0.1952 6.0931 -0.5621 -0.1374
C -0.2214 5.5207 0.7092 -0.1461
F -0.4648 6.2983 1.7810 0.0972
C 0.0174 4.1717 0.8502 -0.2648
F 0.0166 3.6273 2.0748 0.0580
C 0.2690 3.3309 -0.2422 -0.4018
Se 0.5586 1.5002 0.2196 0.3747
C 0.2535 3.9236 -1.5102 -0.2316
F 0.4004 3.1746 -2.6148 0.0594
C 0.0460 5.2835 -1.6664 -0.1457
F 0.0597 5.8402 -2.8937 0.0937
O 0.0204 -4.1777 -0.7771 -0.7288
S 1.2328 -5.0277 -0.6573 0.9148
C 2.2023 -4.6585 -2.2030 -0.3047
C 3.5383 -4.0885 -1.7699 -0.2414
C 3.2390 -3.2307 -0.5471 -0.2537
C 2.4410 -4.1213 0.3811 -0.3800
H 1.5939 -3.9274 -2.7351 0.0770
H 2.2851 -5.5678 -2.7920 0.0760
H 3.9982 -3.5060 -2.5683 0.1155
H 4.2170 -4.8994 -1.4914 0.1117
H 2.6418 -2.3580 -0.8389 0.0584
H 4.1473 -2.8721 -0.0587 0.1177
H 1.8748 -3.5763 1.1332 -0.0262
H 3.0733 -4.8649 0.8629 0.0858
N -2.8398 -1.5040 -0.4478 0.0028
C -3.1312 -0.3402 0.2871 -0.3540
C -3.0748 -0.3575 1.6760 -0.0664
C -3.3711 0.7837 2.3939 -0.0828
C -3.7262 1.9514 1.7413 -0.1052
C -3.7585 1.9766 0.3584 -0.0960
C -3.4627 0.8405 -0.3695 -0.0496
H -3.3842 -1.5980 -1.2971 0.0891
H -2.8628 -2.3478 0.1123 0.0906
H -2.7834 -1.2644 2.1844 0.0977
H -3.3386 0.7576 3.4714 0.1030
H -3.9660 2.8388 2.3074 0.0961
H -4.0327 2.8852 -0.1560 0.1006
H -3.4878 0.8652 -1.4499 0.1104

No. 7
64
Properties=species:S:1:pos:R:3:lowdin_charge:R:1 method="wB97M-V/def2-TZVPD" spin_multiplicity=4 total_charge=+1 e_lumo_ev="-3.4 / -3.2"
C 3.0473 -2.6568 1.6698 -0.0639
C 2.4802 -2.1189 0.5142 -0.2491
C 1.2411 -2.7076 0.0647 -0.2551
C 0.3708 -3.1844 1.0833 -0.2017
C 0.9206 -3.6720 2.2705 -0.0502
C 2.2896 -3.5095 2.4980 -0.1005
C -1.0851 -3.0255 0.8408 -0.1310
C -1.3804 -3.3325 -0.5866 -0.2065
C -0.4393 -2.8686 -1.5434 -0.2447
C -0.9659 -2.4250 -2.8067 -0.2468
C -2.1612 -2.9943 -3.2434 -0.0533
C -2.9347 -3.7829 -2.3721 -0.0887
C -2.6019 -3.8633 -1.0196 -0.0436
H 4.0708 -2.3869 1.9410 0.1123
H 0.2556 -4.1669 2.9860 0.1154
H 2.7515 -3.9677 3.3781 0.0995
H -1.6659 -3.6590 1.5049 0.1224
H -2.5080 -2.7912 -4.2577 0.1121
H -3.8493 -4.2626 -2.7318 0.1014
H -3.2661 -4.3120 -0.2712 0.1175
N 0.8878 -2.7038 -1.2506 0.1365
Nd -1.1073 0.2757 0.4900 1.3409
C 2.9785 -0.8544 -0.1390 -0.2757
H 2.9816 -0.9657 -1.2330 0.0832
H 3.9790 -0.5818 0.2325 0.0967
C -0.3308 -1.2374 -3.4749 -0.2730
H 0.7612 -1.3574 -3.4957 0.0818
H -0.7308 -1.0907 -4.4890 0.0958
P 1.8378 0.6134 0.2253 0.7740
P -0.6475 0.3645 -2.5146 0.7561
C -2.2580 0.8308 -3.2873 -0.2899
H -2.5146 1.8732 -3.0505 0.0327
H -2.1876 0.7126 -4.3769 0.0522
H -3.0511 0.1870 -2.8973 0.0295
C 0.4568 1.4048 -3.5426 -0.2896
H 0.0514 1.4796 -4.5629 0.0592
H 0.5549 2.4157 -3.1265 0.0227
H 1.4561 0.9527 -3.5871 0.0424
C 2.4271 1.0851 1.8967 -0.2695
H 3.4888 1.3683 1.8352 0.0558
H 1.8486 1.9417 2.2717 0.0310
H 2.3079 0.2505 2.5982 0.0508
C 2.7186 1.9022 -0.7250 -0.2746
H 2.2203 2.8711 -0.5897 0.0387
H 3.7485 1.9760 -0.3459 0.0574
H 2.7348 1.6579 -1.7935 0.0290
H -1.4413 -1.8174 1.0680 0.0081
H -2.5071 -0.4859 -0.6080 -0.1417
N -1.0258 3.7168 -1.1060 0.1404
C -1.0373 3.7216 0.2376 -0.6611
N -1.2252 2.5844 0.9335 -0.1482
C -1.1614 2.7967 2.3258 -0.3468
C -1.1618 1.7569 3.2740 -0.0671
C -0.9369 2.1156 4.6108 -0.0507
C -0.7691 3.4587 4.9757 -0.0487
C -0.7504 4.4795 4.0059 -0.0490
C -0.9209 4.1283 2.6704 -0.4312
S -0.7661 5.1270 1.2070 1.1440
H -0.8572 4.6030 -1.5663 0.1234
H -1.1183 2.8479 -1.6490 0.0535
H -1.3384 0.7005 2.9728 0.0709
H -0.9022 1.3314 5.3716 0.1232
H -0.6482 3.7231 6.0273 0.1198
H -0.6139 5.5276 4.2630 0.1217